Below is C37H55DyN7O2PSi as an isolated structure, with properties calculated with ωB97M-V/def2-TZVPD.

Each line ends with the Löwdin charge.
Positions of all 104 atoms, in Å:
1 Dy -0.6653 -0.1504 0.8648  1.5321
2 P -1.8431 -3.1371 -1.0552  0.5904
3 Si 2.3399 -0.8082 -1.0107  0.4651
4 O -1.8415 -1.9184 -0.1399  -0.4975
5 O 0.9924 -1.0098 -0.1213  -0.4884
6 N -2.5948 2.3406 -2.6231  -0.1460
7 N -1.4943 1.2389 -0.8705  0.0072
8 N 1.3299 0.0965 2.4922  -0.1364
9 N -0.9672 -1.6290 2.9409  -0.1293
10 N -2.0795 3.4787 -0.6716  -0.1352
11 N -1.0807 1.3425 2.8895  0.0574
12 N -3.1097 -0.1265 1.6854  -0.1444
13 C -2.3408 1.6807 3.2066  -0.2763
14 C -2.9508 1.0794 -3.2573  -0.0396
15 C -3.4436 1.1596 2.3142  -0.1293
16 C 1.3197 1.3021 3.3234  -0.1230
17 C -0.5981 -3.0977 -2.3238  -0.1427
18 C -1.5940 2.9387 5.0879  -0.0065
19 C 0.1274 -1.5227 3.9254  -0.1752
20 C 0.7065 -0.1215 -4.7482  -0.0925
21 C -0.2989 2.5579 4.7847  0.0088
22 C 1.3472 -1.0347 -5.5813  -0.0714
23 C -3.3824 -1.3103 2.5285  -0.1789
24 C -0.0791 1.7502 3.6804  -0.2479
25 C -2.3001 -1.5445 3.5660  -0.1780
26 C -2.6353 2.4789 4.2954  0.0023
27 C 3.8758 3.6079 -0.5319  -0.0674
28 C 4.3958 -4.3311 -0.2392  -0.0757
29 C 1.4362 -1.1732 3.2428  -0.1666
30 C 2.6605 3.2351 0.0206  -0.0840
31 C 2.9796 0.9506 -0.7804  -0.2199
32 C 2.3103 -1.8855 -5.0595  -0.0638
33 C -1.5599 -4.6381 -0.1236  -0.1506
34 C 4.6392 2.6690 -1.2182  -0.0555
35 C 2.2320 1.9183 -0.1080  -0.1331
36 C 2.6240 -1.8384 -3.7031  -0.0768
37 C 1.9801 -0.9420 -2.8457  -0.2351
38 C 5.7091 -2.5499 0.7008  -0.0712
39 C -1.1817 3.7414 0.4403  -0.0299
40 C -3.4241 -3.2991 -1.8731  -0.1494
41 C -2.0300 2.3320 -1.3823  -0.4210
42 C 4.7791 -1.6228 0.2411  -0.0913
43 C 1.0231 -0.0793 -3.3987  -0.1170
44 C 3.4697 -3.4024 -0.6927  -0.1079
45 C -2.3101 3.4183 -3.5745  -0.0230
46 C 3.6434 -2.0283 -0.4701  -0.2288
47 C -3.1032 4.5000 -0.8788  -0.0300
48 C 5.5200 -3.9030 0.4568  -0.0720
49 C 4.1939 1.3605 -1.3440  -0.0770
50 H -3.5033 4.7904 0.0933  0.0954
51 H -1.8259 4.2537 -3.0819  0.0854
52 H 5.5844 2.9617 -1.6583  0.1142
53 H 6.5860 -2.2144 1.2417  0.1092
54 H 1.2780 1.6308 0.3178  0.0312
55 H 4.8007 0.6436 -1.8906  0.1175
56 H -0.6560 -4.0034 -2.9334  0.0838
57 H -0.5640 -4.5874 0.3231  0.0652
58 H -3.6646 2.7210 4.5303  0.1296
59 H -0.1425 -0.7367 4.6325  0.1187
60 H -2.0939 0.6103 -3.7589  0.0816
61 H 4.2477 -5.3865 -0.4335  0.1077
62 H 2.8256 -2.5810 -5.7098  0.1110
63 H -2.3113 -4.7494 0.6596  0.0635
64 H 0.2450 -2.4422 4.5018  0.1374
65 H -3.4612 -4.2257 -2.4491  0.0732
66 H 2.0567 3.9670 0.5476  0.0993
67 H -3.5630 -2.4566 -2.5526  0.0565
68 H -3.6107 1.8861 1.5140  0.1276
69 H -4.3468 -1.2211 3.0360  0.1319
70 H -1.7309 3.7661 1.3855  0.0866
71 H -3.6812 -0.2159 0.8550  0.1114
72 H -3.9158 4.1078 -1.4828  0.0974
73 H -3.4342 -2.1673 1.8603  0.1071
74 H 3.3869 -2.5036 -3.3131  0.0999
75 H 4.2283 4.6268 -0.4346  0.1115
76 H 0.5484 0.6667 -2.7613  0.0877
77 H -1.6331 3.0502 -4.3498  0.0969
78 H 1.8085 2.1031 2.7631  0.1302
79 H -0.8898 -2.5322 2.4780  0.1195
80 H -0.6976 4.7095 0.3013  0.1066
81 H -2.2764 -0.7207 4.2794  0.1169
82 H -0.4120 2.9820 0.4918  0.0444
83 H -3.3609 0.3898 -2.5220  0.0863
84 H -0.0180 0.5693 -5.1659  0.0941
85 H -0.7270 -2.2218 -2.9638  0.0614
86 H 0.3807 -3.0294 -1.8491  0.0359
87 H 4.9492 -0.5682 0.4336  0.0936
88 H -1.6048 -5.5071 -0.7841  0.0729
89 H -4.2267 -3.3028 -1.1347  0.0653
90 H 1.7093 -1.9478 2.5228  0.1255
91 H 0.5347 2.8651 5.4043  0.1314
92 H 2.2260 -1.1203 3.9971  0.1338
93 H 2.1313 0.1485 1.8725  0.0922
94 H -3.2278 3.7659 -4.0496  0.1024
95 H -2.5415 -2.4462 4.1330  0.1374
96 H -1.7949 3.5649 5.9491  0.1280
97 H -2.7006 5.3952 -1.3545  0.0972
98 H 1.1097 -1.0659 -6.6374  0.1101
99 H -1.4047 0.5461 -1.6086  0.0210
100 H 1.8954 1.1670 4.2433  0.1375
101 H 6.2492 -4.6244 0.8043  0.1105
102 H -3.7145 1.2723 -4.0094  0.1042
103 H 2.5970 -3.7571 -1.2362  0.0922
104 H -4.3697 1.1001 2.8922  0.1329

Values from the calculation:
* frontier orbital gap (alpha / beta): 0.301 / 0.310 Eh
* 2S+1: 6
* relative energy (zero: lowest compared OMol25 entry of this formula, charge and spin): 23.7 kcal per mole
* E_LUMO (alpha / beta): -4.845 / -4.608 eV
* net charge: +2

Below is a 2-piece molecular cluster, C3H9BrN overall, with properties calculated with ωB97M-V/def2-TZVPD.

Each line ends with the Löwdin charge.
Positions of all 14 atoms, in Å:
1 Br -2.3516 -0.0514 -0.2046  0.6975
2 N -0.0723 0.6019 1.3861  0.1366
3 C 0.2233 1.0488 -1.1915  -0.1233
4 C 0.4233 -1.6670 -0.1808  0.0855
5 C -0.3208 0.2476 -0.0566  -0.6974
6 H -0.1043 1.5800 1.7626  0.1958
7 H -0.1023 0.4904 -2.2357  0.1655
8 H 1.4960 -1.5676 -0.4564  0.0740
9 H -0.9499 0.2767 1.7595  0.0811
10 H -0.4069 1.9509 -1.2121  0.0849
11 H 1.2574 1.0090 -1.0524  0.0618
12 H 0.7846 0.0776 1.7005  0.1843
13 H -0.2667 -2.1057 -0.8643  0.0373
14 H 0.3903 -1.8911 0.8457  0.0166

Values from the calculation:
* frontier orbital gap: 0.387 Eh
* relative energy (zero: lowest compared OMol25 entry of this formula, charge and spin): 68.4 kcal per mole
* E_LUMO: -3.817 eV
* net charge: +1

Below is a 14-piece molecular cluster, C70H168N8O14 overall, with properties calculated with ωB97M-V/def2-TZVPD.

Each line ends with the Löwdin charge.
Positions of all 260 atoms, in Å:
1 O -5.5395 -2.7034 1.4422  -0.0131
2 O -2.0697 -1.7162 -3.2455  -0.0304
3 O 4.9856 4.0373 3.4454  -0.1920
4 O -0.7100 0.9950 -2.3672  -0.0461
5 O 4.9668 -2.7007 3.4084  -0.0155
6 O -6.1374 5.2864 -1.6759  -0.0311
7 O 7.3104 -0.1316 -2.1604  -0.0369
8 O 5.3275 3.7371 -1.5111  -0.0422
9 O 0.7991 -5.2038 -4.3956  -0.0961
10 O -2.8081 3.6087 3.3777  -0.2136
11 O 2.9939 2.0333 -6.0933  -0.1955
12 O 0.4762 7.5170 -0.9024  -0.0367
13 O -1.3440 -5.5871 -0.0910  -0.1590
14 O 3.1453 -1.2436 5.1409  -0.0743
15 N -0.0054 1.3516 -1.2200  -0.0677
16 N -5.1767 -2.3793 2.8182  -0.0751
17 N -3.1996 -1.8006 -4.0307  -0.1295
18 N 4.9116 0.9220 5.5681  0.0443
19 N 4.4903 -3.9266 3.0703  -0.1355
20 N -4.9002 6.3820 4.3496  0.0034
21 N -1.8246 -4.8994 -3.7350  0.0340
22 N 0.5118 2.1753 -4.5609  0.0636
23 C -4.2260 -2.0774 -6.2312  -0.1533
24 C -2.9586 -1.5501 -5.4899  -0.4352
25 C -4.6692 4.3551 -3.3135  -0.0420
26 C 0.1194 1.7657 -6.9067  -0.0475
27 C -3.7487 -1.2665 4.4803  -0.1396
28 C -7.1842 -3.6861 3.6055  -0.0420
29 C 0.0774 2.7924 0.8521  -0.1316
30 C 5.3406 1.7468 4.4443  -0.4125
31 C -4.9716 -1.0314 5.3971  -0.1478
32 C 0.7827 1.1791 -5.6184  -0.3772
33 C -1.1549 -5.0212 -1.3401  -0.2105
34 C -4.5063 -2.5223 -2.0367  -0.0269
35 C -0.7764 2.3319 -0.3598  -0.4686
36 C 4.4133 -6.7110 2.1778  -0.1658
37 C 5.0791 1.0461 3.1102  -0.0311
38 C -4.8094 4.9602 -1.9012  -0.5155
39 C 3.5994 4.1129 -3.1283  -0.0203
40 C -7.4735 -1.1881 3.2714  -0.0187
41 C 4.2896 -6.3956 3.7196  -0.1071
42 C 2.2397 0.8820 -5.8074  -0.2178
43 C -2.7439 -0.0519 -5.8612  -0.0121
44 C 4.2975 -4.1660 1.6066  -0.4276
45 C 3.2204 -3.1394 1.0327  -0.0113
46 C 2.2412 -3.9658 -2.9111  -0.0543
47 C 1.3830 -3.9017 -4.1765  -0.4496
48 C -0.5355 -4.9806 0.9247  -0.0773
49 C 4.9130 -4.9966 3.9833  -0.4760
50 C 1.7551 -1.2915 5.3454  -0.4804
51 C -3.3327 4.4944 4.3321  -0.2001
52 C -4.3840 -0.1187 2.3260  -0.0155
53 C 5.2106 -0.0357 -1.1743  -0.0608
54 C -3.6855 6.2342 2.3697  -0.0705
55 C 4.2615 5.1866 3.3293  -0.1535
56 C -0.5264 7.2561 0.0598  -0.5110
57 C 4.4082 1.8270 -6.1550  -0.0807
58 C -0.0666 6.5412 1.3036  -0.0305
59 C 3.9379 3.6714 -1.6646  -0.4990
60 C 4.4542 -4.6068 5.4261  -0.0427
61 C 0.7609 0.2640 -0.6708  -0.4830
62 C -2.0800 1.8133 0.1507  -0.0210
63 C 2.2091 -3.5121 -5.4253  -0.0433
64 C 3.3722 4.6562 -0.6767  -0.0498
65 C -4.3734 5.3102 3.4829  -0.3507
66 C -5.4767 -1.5453 -5.6527  -0.2268
67 C -0.1448 -0.9195 -0.3044  -0.0158
68 C -2.7729 -2.0674 2.4014  -0.0277
69 C -6.4196 -2.3088 3.6523  -0.4564
70 C -1.2234 8.5580 0.4209  -0.0508
71 C -1.9952 -5.5987 -2.4920  -0.3817
72 C 6.4638 -5.1351 4.0838  -0.0352
73 C 0.8111 1.6503 1.4930  -0.1931
74 C -4.4834 -1.6048 -3.3199  -0.4207
75 C 3.7729 -5.5979 1.3472  -0.1399
76 C 6.5708 -0.6627 -1.0702  -0.4732
77 C -1.5591 -7.0563 -2.8371  -0.0390
78 C -1.7818 -2.4228 -6.0613  -0.0151
79 C -5.6998 -1.9712 -4.2298  -0.1237
80 C 1.1947 0.0785 5.1811  -0.0559
81 C -0.9272 3.5852 -1.1506  -0.0298
82 C -4.1016 -1.4633 3.0049  -0.5143
83 C -4.5578 -0.0812 -2.8158  -0.0022
84 C -1.8222 2.7023 3.9192  -0.0898
85 C 4.5937 3.0924 4.4572  -0.1682
86 C -4.1750 6.2889 -1.9282  -0.0907
87 C 1.1212 -2.2653 4.3256  -0.0300
88 C 1.5376 0.7508 0.5430  -0.1363
89 C 5.6413 -3.9611 0.8594  -0.0255
90 C 7.2701 -0.3993 0.2898  -0.0460
91 C 1.7985 -0.2486 -1.7228  -0.0201
92 C -6.0327 -2.1664 5.1334  -0.1344
93 H 4.4640 -0.2884 -0.4214  0.0623
94 H -0.0845 0.8833 -7.5132  0.0701
95 H 1.4559 0.6935 6.0423  0.0864
96 H 6.4548 -4.5785 1.2404  0.0685
97 H 3.2352 -3.2428 -0.0523  0.0640
98 H -2.0374 -3.9459 -3.4786  0.0513
99 H -1.9116 -0.7784 -3.1148  0.0525
100 H -1.2886 -3.9477 -1.2063  0.1152
101 H 6.8140 -0.7182 1.2269  0.0480
102 H -2.1062 -7.4413 -3.6975  0.0776
103 H -6.3130 -1.9073 -6.2507  0.1158
104 H 3.3885 -4.4625 5.6041  0.0721
105 H -8.4244 -1.2025 3.8041  0.0798
106 H -1.6593 -7.6777 -1.9472  0.0715
107 H -3.6039 0.3244 -2.4788  0.0555
108 H 3.7249 4.3311 0.3020  0.0727
109 H -4.1403 6.9610 4.6776  0.0635
110 H 5.6289 -4.1139 -0.2198  0.0813
111 H -4.9705 5.0077 -4.1330  0.0795
112 H -6.5223 -4.4922 3.9221  0.0797
113 H -2.0881 2.2716 4.8845  0.0836
114 H -0.8303 -2.1409 -5.6106  0.0593
115 H 0.0376 -2.1691 4.2579  0.0646
116 H 2.8018 -2.6350 -5.1653  0.0638
117 H 0.8280 3.5558 0.6473  0.0866
118 H -1.9732 -1.3277 2.4391  0.0644
119 H 4.9881 2.6728 -6.5246  0.0916
120 H -0.8067 -5.3807 1.9017  0.0904
121 H -0.8718 6.4412 2.0314  0.0614
122 H 3.7687 5.6482 -0.8930  0.0967
123 H -1.6250 1.9338 3.1718  0.0633
124 H 1.5574 2.0215 2.1954  0.1075
125 H 1.4176 2.5304 -4.2897  0.0616
126 H -3.1837 -0.3362 4.5390  0.1044
127 H -2.7161 1.7090 -0.7283  0.0769
128 H -0.8904 3.2225 4.1410  0.0880
129 H -5.4278 6.9033 3.6640  0.0548
130 H 0.0358 7.8330 -1.6947  0.0894
131 H 0.8042 2.3402 -7.5305  0.0795
132 H -4.9108 0.5075 -3.6624  0.0621
133 H -4.2724 -3.1649 -6.2894  0.1222
134 H -0.1125 -5.1460 -4.1004  -0.0124
135 H 0.0629 4.0208 -1.2852  0.0756
136 H 1.3764 -3.2930 4.5841  0.0703
137 H -0.5984 3.2944 1.5444  0.0997
138 H -4.2369 -1.7433 -7.2687  0.1244
139 H -5.1881 0.3831 2.8644  0.0641
140 H -2.6527 2.4423 0.8322  0.0837
141 H 3.6104 -2.1402 1.2268  0.0606
142 H -5.7958 -3.0568 -4.2097  0.1159
143 H 4.0248 5.6964 4.2632  0.0864
144 H -1.3399 3.3488 -2.1314  0.0814
145 H -5.2553 -3.6204 1.4458  0.0992
146 H 2.1858 0.6785 -2.1454  0.0677
147 H -5.0880 4.6458 2.9970  0.1362
148 H 0.1090 -0.0034 5.1292  0.0729
149 H -2.0339 0.8027 0.5567  0.0664
150 H -4.3710 6.8724 -1.0286  0.0742
151 H -0.5763 9.4178 0.5942  0.0860
152 H -2.5793 -3.0185 2.8974  0.0825
153 H -0.4883 -7.1959 -2.9856  0.0772
154 H 6.9849 -4.2122 4.3386  0.0817
155 H -0.5477 -0.7957 0.7007  0.0521
156 H 2.4714 0.0596 -6.4842  0.1311
157 H -3.5775 0.5919 2.1450  0.0534
158 H 0.5327 -5.1441 0.7826  0.0710
159 H 0.2065 0.3191 -5.2771  0.1139
160 H -2.6106 5.1194 4.8576  0.1270
161 H 3.4019 2.7366 -1.5008  0.1087
162 H -0.1227 -5.1436 -1.6682  0.1044
163 H 3.1292 -4.5934 -2.9861  0.0868
164 H 3.8743 -5.8812 0.2996  0.1196
165 H -5.2601 3.4457 -3.4230  0.0694
166 H 5.4420 -6.8283 1.8369  0.0999
167 H -1.9423 8.8389 -0.3488  0.0742
168 H -2.5380 -5.1316 -4.4112  0.0981
169 H 3.3049 4.9458 2.8657  0.0757
170 H 1.5218 -1.7275 6.3168  0.1357
171 H 4.8490 -7.1824 4.2257  0.1128
172 H 7.4276 0.6622 0.4810  0.0712
173 H -7.0244 -0.1949 3.2776  0.0556
174 H -0.2411 1.3830 -3.1097  0.0210
175 H -4.6787 -0.8505 6.4313  0.1061
176 H -3.7026 0.4621 -5.9297  0.0735
177 H -1.4811 4.3829 -0.6557  0.0758
178 H 4.5769 1.0403 -6.8903  0.0864
179 H -5.3811 -2.2368 -1.4524  0.0707
180 H -4.7180 -0.3031 1.3050  0.0850
181 H 4.1841 -2.4195 3.8878  0.0573
182 H 5.4195 1.0334 -1.1376  0.0679
183 H -3.6237 4.1661 -3.5570  0.0685
184 H 5.8050 0.2770 2.8460  0.0600
185 H 1.4989 -2.0810 3.3199  0.0626
186 H 3.2456 -6.4062 4.0328  0.1128
187 H 4.1060 5.0463 -3.3738  0.0867
188 H 0.3360 -1.8931 -0.3993  0.0731
189 H 2.5284 4.2709 -3.2556  0.0684
190 H -1.8400 8.4173 1.3086  0.0599
191 H 0.1503 0.9261 1.9695  0.0968
192 H -4.5132 6.9487 -2.7272  0.0924
193 H 4.9133 -3.6509 5.6781  0.0686
194 H 6.1051 -2.9897 1.0309  0.0583
195 H 2.5424 0.4687 -4.8453  0.1144
196 H -2.8259 6.7358 2.8140  0.0592
197 H 1.2772 -0.6123 -2.6083  0.0741
198 H 4.8679 -5.2926 6.1654  0.0815
199 H -0.7586 -3.9196 1.0372  0.0648
200 H -7.6995 -1.4371 2.2346  0.0763
201 H 8.2782 -0.8122 0.2514  0.0788
202 H -5.6234 -0.4704 -5.7587  0.1060
203 H -1.6684 -2.1835 -7.1186  0.0866
204 H 6.3867 2.0215 4.5797  0.1385
205 H -1.0382 -1.0823 -0.9072  0.0690
206 H -4.5623 -3.5878 -2.2596  0.0674
207 H -1.2568 6.6262 -0.4480  0.0999
208 H -5.6065 -3.0419 5.6232  0.1127
209 H -6.6008 -1.5347 -3.7987  0.1241
210 H -3.0413 -2.0230 4.8199  0.1106
211 H 2.5368 -2.9892 -2.5278  0.0451
212 H 2.7033 -5.5994 1.5569  0.0959
213 H -3.7114 -2.4345 -1.2961  0.0644
214 H 7.2915 0.8253 -2.0860  0.0825
215 H -3.0633 -5.4795 -2.3097  0.1246
216 H 3.5733 2.7837 4.2299  0.1192
217 H 3.9514 -7.6828 2.0037  0.1040
218 H -7.4782 -4.1153 2.6477  0.0698
219 H 4.7637 1.5455 -5.1638  0.0833
220 H -5.2981 0.0081 -2.0208  0.0747
221 H 3.8540 3.3461 -3.8599  0.0505
222 H 6.8432 -5.5608 3.1549  0.0592
223 H 0.2927 5.5352 1.0872  0.0492
224 H 2.8740 -4.3163 -5.7402  0.0784
225 H 4.7461 3.6056 5.4067  0.1274
226 H 6.4044 -1.7364 -1.1562  0.1242
227 H -0.7895 2.3331 -6.7066  0.0754
228 H 5.1637 1.3720 6.4364  0.0881
229 H 5.5881 0.1725 5.5955  0.0949
230 H 1.9447 0.0167 1.2383  0.1194
231 H 2.5412 -0.9761 -1.3952  0.0596
232 H 2.2948 4.5643 -0.8145  0.0624
233 H -1.9805 -3.4606 -5.7936  0.0653
234 H -3.3909 5.5102 1.6100  0.0581
235 H -2.0576 0.4093 -5.1509  0.0648
236 H -3.0946 6.1443 -1.9307  0.0659
237 H 1.4682 0.5783 4.2519  0.0683
238 H -3.8927 3.8868 5.0429  0.1223
239 H -6.9017 -1.9426 5.7521  0.1130
240 H -2.7992 -2.2674 1.3302  0.0640
241 H 0.4620 -3.3552 -3.9731  0.1111
242 H 4.6743 -0.2892 -2.0888  0.0764
243 H 3.5024 -0.4299 5.5042  0.0300
244 H 2.2125 -3.2125 1.4414  0.0599
245 H 0.0967 2.9580 -5.0457  0.0790
246 H 1.6088 -3.3471 -6.3200  0.0656
247 H -2.2189 0.0607 -6.8098  0.0672
248 H -4.3720 6.9294 1.8865  0.0715
249 H 2.3328 1.3268 0.0697  0.1062
250 H 5.2216 1.7539 2.2937  0.0752
251 H 1.6627 -4.2706 -2.0391  0.0486
252 H 4.7554 5.9055 2.6756  0.0939
253 H -6.4525 4.9773 -0.8234  0.0964
254 H 6.7859 -5.9196 4.7686  0.0765
255 H 5.5578 3.6215 -0.5863  0.0831
256 H 0.8147 7.0923 1.6316  0.0927
257 H -4.2801 4.3855 -1.1412  0.1335
258 H -5.3579 -0.0579 5.0954  0.0936
259 H 4.0676 0.6417 3.1481  0.0742
260 H -8.0996 -3.5292 4.1761  0.0813

Values from the calculation:
* frontier orbital gap: 0.298 Eh
* E_LUMO: 0.381 eV

Below is IPd as an isolated structure, with properties calculated with ωB97M-V/def2-TZVPD.

Each line ends with the Löwdin charge.
Positions of all 2 atoms, in Å:
1 I -0.8077 -0.8998 -0.5429  0.5676
2 Pd 0.8077 0.8998 0.5429  0.4324

Values from the calculation:
* frontier orbital gap (alpha / beta): 0.369 / 0.239 Eh
* 2S+1: 3
* relative energy (zero: lowest compared OMol25 entry of this formula, charge and spin): 0.0 kcal per mole
* E_LUMO (alpha / beta): -5.992 / -9.178 eV
* net charge: +1